Entry 1:
{"formula": "CH7NO3P", "method": "ωB97M-V/def2-TZVPD", "elements": ["C", "O", "P", "N", "O", "O", "H", "H", "H", "H", "H", "H", "H"], "positions_angstrom": [[-1.655, 0.273, 0.812], [-0.301, 0.228, 1.176], [0.877, 0.007, 0.183], [1.174, 1.029, -1.064], [2.087, -0.036, 1.115], [0.667, -1.633, -0.624], [-2.216, -0.727, 0.619], [-1.921, 0.858, 0.013], [-2.298, 0.664, 1.571], [0.412, 1.077, -1.728], [2.037, 0.703, -1.486], [2.229, -0.747, 1.723], [1.159, -2.305, -0.089]], "total_charge": 1, "lumo_ha": -0.142, "total_energy_ev": -18066.1296, "smiles": "COP(=[NH2+])(O)O", "e_homo_ev": -16.4861, "orbital_gap_ev": 12.62}



Entry 2:
{"formula": "C14H25MgN5S4", "method": "ωB97M-V/def2-TZVPD", "elements": ["Mg", "S", "S", "C", "C", "C", "N", "C", "C", "H", "H", "H", "H", "H", "H", "H", "H", "C", "H", "H", "H", "H", "H", "H", "H", "C", "C", "H", "H", "H", "H", "N", "C", "N", "C", "C", "S", "C", "C", "S", "C", "N", "N", "H", "H", "H", "H", "H", "H"], "positions_angstrom": [[-0.442, -0.025, -0.469], [1.688, -1.586, -0.358], [-0.780, 2.412, 0.654], [2.924, -1.341, 0.954], [2.643, -0.732, -1.676], [2.717, 0.766, -1.462], [1.357, 1.355, -1.405], [1.436, 2.779, -1.012], [0.074, 3.341, -0.669], [2.160, -0.979, -2.632], [3.637, -1.185, -1.644], [3.289, 1.220, -2.284], [3.234, 1.001, -0.526], [1.859, 3.366, -1.841], [2.110, 2.855, -0.154], [-0.592, 3.358, -1.540], [0.159, 4.346, -0.247], [0.196, 2.994, 2.035], [1.021, 1.359, -2.374], [1.129, 3.483, 1.713], [0.432, 2.147, 2.696], [-0.423, 3.719, 2.588], [2.631, -1.962, 1.811], [2.996, -0.291, 1.268], [3.904, -1.686, 0.591], [-1.226, 0.610, -2.361], [-2.278, 0.070, -1.647], [-0.652, -0.002, -3.078], [-1.205, 1.679, -2.600], [-2.796, -0.784, -2.079], [-2.908, 0.607, -0.914], [0.575, 0.190, 3.368], [-0.632, -0.333, 3.000], [-0.973, -0.670, 1.779], [-2.151, -1.427, 1.801], [-2.784, -1.455, 3.032], [-1.845, -0.634, 4.233], [-2.431, -2.174, 0.618], [-3.505, -2.993, 0.309], [-3.273, -3.787, -1.222], [-1.719, -2.967, -1.348], [-1.445, -2.126, -0.369], [-0.911, -3.135, -2.414], [0.701, 0.266, 4.372], [1.386, -0.061, 2.804], [-3.738, -1.931, 3.213], [-4.392, -3.062, 0.929], [-1.207, -3.775, -3.134], [0.050, -2.820, -2.312]], "total_charge": 2, "lumo_ha": -0.249, "total_energy_ev": -71147.2523, "e_homo_ev": -13.4248, "orbital_gap_ev": 6.64}



Entry 3:
{"formula": "C24H70N2O18", "method": "ωB97M-V/def2-TZVPD", "elements": ["C", "O", "C", "C", "C", "N", "H", "H", "H", "H", "H", "H", "H", "H", "H", "H", "H", "C", "O", "C", "C", "C", "N", "H", "H", "H", "H", "H", "H", "H", "H", "H", "H", "H", "O", "C", "C", "O", "H", "H", "H", "H", "H", "H", "O", "C", "C", "O", "H", "H", "H", "H", "H", "H", "O", "C", "C", "O", "H", "H", "H", "H", "H", "H", "O", "C", "C", "O", "H", "H", "H", "H", "H", "H", "O", "C", "C", "O", "H", "H", "H", "H", "H", "H", "O", "C", "C", "O", "H", "H", "H", "H", "H", "H", "O", "C", "C", "O", "H", "H", "H", "H", "H", "H", "O", "C", "C", "O", "H", "H", "H", "H", "H", "H"], "positions_angstrom": [[13.784, -11.336, 25.061], [14.837, -10.883, 24.217], [15.535, -9.762, 24.757], [17.001, -9.885, 24.387], [17.234, -9.736, 22.889], [17.614, -11.143, 24.837], [14.205, -11.696, 26.003], [13.320, -12.197, 24.579], [13.042, -10.540, 25.173], [15.079, -8.856, 24.343], [15.464, -9.757, 25.854], [17.577, -9.106, 24.899], [17.066, -10.702, 22.399], [18.274, -9.515, 22.648], [16.579, -8.996, 22.434], [17.226, -11.887, 24.255], [17.262, -11.404, 25.757], [5.624, -11.914, 24.379], [6.547, -10.856, 24.214], [7.447, -10.781, 25.282], [8.670, -9.959, 24.872], [9.421, -10.658, 23.761], [9.543, -9.944, 26.060], [5.228, -12.212, 23.408], [4.787, -11.627, 25.026], [6.122, -12.782, 24.822], [6.997, -10.400, 26.211], [7.857, -11.779, 25.522], [8.284, -8.947, 24.674], [10.468, -10.355, 23.780], [8.952, -10.592, 22.781], [9.431, -11.727, 24.007], [8.997, -9.686, 26.882], [10.225, -9.186, 26.069], [12.291, -10.363, 28.439], [13.150, -9.255, 28.195], [12.363, -7.970, 28.149], [11.405, -7.916, 27.112], [12.542, -11.113, 27.881], [13.846, -9.181, 29.038], [13.650, -9.393, 27.231], [13.074, -7.139, 28.044], [11.850, -7.775, 29.093], [11.727, -7.483, 26.318], [6.877, -15.672, 21.651], [8.227, -15.246, 21.760], [8.329, -14.339, 22.961], [7.576, -14.825, 24.067], [6.607, -15.745, 20.734], [8.906, -16.104, 21.805], [8.540, -14.686, 20.870], [7.949, -13.339, 22.718], [9.375, -14.262, 23.267], [6.846, -15.341, 23.705], [9.763, -10.987, 19.517], [8.410, -10.567, 19.277], [7.492, -11.472, 20.043], [6.131, -11.122, 19.878], [10.213, -10.378, 20.104], [8.354, -9.540, 19.654], [8.309, -10.553, 18.193], [7.746, -11.472, 21.107], [7.726, -12.509, 19.758], [5.720, -11.707, 19.239], [6.459, -10.490, 30.035], [7.320, -9.598, 29.294], [6.468, -8.715, 28.399], [6.032, -7.510, 28.996], [7.016, -11.045, 30.591], [7.875, -8.976, 29.998], [8.008, -10.162, 28.657], [5.624, -9.283, 27.984], [7.084, -8.428, 27.542], [5.501, -7.725, 29.770], [10.419, -15.066, 25.892], [10.093, -14.107, 26.908], [10.904, -12.838, 26.726], [12.251, -13.018, 27.337], [9.733, -15.061, 25.217], [9.020, -13.904, 26.941], [10.383, -14.572, 27.852], [10.466, -11.998, 27.247], [11.105, -12.681, 25.667], [12.540, -13.794, 26.846], [6.139, -6.967, 21.663], [7.533, -7.181, 21.589], [8.299, -6.465, 22.695], [8.133, -5.063, 22.633], [5.718, -7.402, 20.916], [7.759, -8.255, 21.554], [7.984, -6.770, 20.671], [9.346, -6.662, 22.471], [7.999, -6.822, 23.686], [7.254, -4.830, 22.950], [3.654, -11.221, 30.399], [3.103, -11.529, 29.142], [4.004, -12.467, 28.354], [5.222, -11.868, 28.014], [4.580, -10.980, 30.271], [2.118, -11.981, 29.266], [2.962, -10.606, 28.555], [3.499, -12.840, 27.465], [4.169, -13.327, 29.025], [5.721, -11.574, 28.787], [5.533, -5.872, 24.282], [5.300, -6.916, 25.227], [4.384, -7.988, 24.688], [3.181, -7.403, 24.213], [5.898, -6.244, 23.471], [6.266, -7.309, 25.568], [4.769, -6.454, 26.058], [4.128, -8.696, 25.483], [4.811, -8.649, 23.922], [3.357, -7.022, 23.349]], "lumo_ha": 0.003, "total_energy_ev": -65852.9905, "smiles": "COC[C@H](C)N.COC[C@H](C)N.OCCO.OCCO.OCCO.OCCO.OCCO.OCCO.OCCO.OCCO", "e_homo_ev": -9.4347, "orbital_gap_ev": 9.53}



Entry 4:
{"formula": "C4H8N2", "method": "ωB97M-V/def2-TZVPD", "elements": ["C", "C", "N", "N", "C", "C", "H", "H", "H", "H", "H", "H", "H", "H"], "positions_angstrom": [[-2.555, -0.209, -1.494], [-2.274, -0.262, -0.222], [-1.627, -0.190, 0.834], [-0.260, -0.030, 0.265], [0.857, 0.490, 1.037], [2.109, 0.034, 0.278], [-2.431, -1.076, -2.132], [-2.758, 0.767, -1.921], [-0.040, -0.978, -0.006], [0.890, 0.140, 2.076], [0.818, 1.586, 1.046], [2.075, 0.373, -0.764], [2.173, -1.063, 0.264], [3.024, 0.418, 0.739]], "lumo_ha": 0.039, "total_energy_ev": -7254.6248, "smiles": "C=C=NNCC", "e_homo_ev": -8.9345, "orbital_gap_ev": 9.98}



Entry 5:
{"formula": "C5H8O", "method": "ωB97M-V/def2-TZVPD", "elements": ["C", "C", "C", "C", "C", "O", "H", "H", "H", "H", "H", "H", "H", "H"], "positions_angstrom": [[1.594, 0.841, 0.797], [0.699, -0.324, 0.434], [-0.704, -0.480, 0.760], [-0.325, -0.251, -0.780], [-0.609, 0.988, -1.241], [-0.947, 2.037, -1.589], [1.045, 1.791, 0.813], [1.975, 0.671, 1.810], [2.454, 0.929, 0.125], [1.258, -1.248, 0.259], [-1.112, 0.455, 1.176], [-2.262, -2.020, -0.249], [-0.411, -1.059, -1.506], [-2.654, -2.330, -0.808]], "lumo_ha": 0.012, "total_energy_ev": -7357.1051, "e_homo_ev": -7.5662, "orbital_gap_ev": 7.88}



Entry 6:
{"formula": "C11H10BrF3GdO3S", "method": "ωB97M-V/def2-TZVPD", "elements": ["C", "C", "C", "H", "C", "C", "H", "H", "H", "H", "Gd", "Br", "C", "C", "C", "H", "C", "C", "H", "H", "H", "H", "F", "C", "F", "F", "S", "O", "O", "O"], "positions_angstrom": [[0.586, 0.627, -2.752], [1.954, 0.887, -2.585], [2.613, -0.377, -2.318], [2.418, 1.875, -2.583], [1.583, -1.381, -2.288], [0.357, -0.750, -2.561], [-0.594, -1.236, -2.722], [-0.168, 1.334, -3.079], [3.651, -0.487, -1.945], [1.714, -2.431, -2.053], [1.808, 0.074, -0.117], [2.045, 2.724, 0.568], [-2.460, 0.805, 1.243], [-2.857, -0.003, 0.131], [-2.657, 0.763, -1.062], [-3.071, -1.073, 0.173], [-2.121, 2.037, -0.685], [-2.003, 2.064, 0.740], [-1.468, 2.841, 1.327], [-2.345, 0.465, 2.284], [-2.696, 0.381, -2.084], [-1.678, 2.779, -1.366], [0.274, -1.338, 4.839], [0.790, -0.958, 3.644], [0.286, 0.285, 3.373], [2.136, -0.808, 3.774], [0.471, -2.159, 2.241], [0.874, -3.450, 2.761], [-0.885, -1.943, 1.870], [1.438, -1.545, 1.231]], "total_charge": -1, "lumo_ha": [0.035, 0.099], "total_energy_ev": -127578.2572, "e_homo_ev": [-3.2175, -5.3306], "spin_multiplicity": 8, "orbital_gap_ev": [4.16, 8.01], "s2": 16.8046}



Entry 7:
{"formula": "C19H47BClInNO8S2", "method": "ωB97M-V/def2-TZVPD", "elements": ["C", "O", "C", "C", "C", "C", "C", "C", "C", "C", "C", "C", "C", "C", "In", "Cl", "B", "N", "O", "H", "H", "H", "H", "H", "H", "H", "H", "H", "H", "H", "H", "H", "H", "H", "H", "H", "H", "H", "H", "H", "H", "H", "H", "H", "H", "H", "H", "H", "H", "H", "O", "S", "O", "O", "C", "C", "C", "H", "H", "H", "H", "H", "H", "H", "H", "O", "S", "O", "O", "C", "C", "C", "H", "H", "H", "H", "H", "H", "H", "H"], "positions_angstrom": [[8.355, -0.985, -1.616], [7.212, -1.903, -1.882], [6.189, -1.718, -0.835], [4.656, -1.760, -1.446], [4.437, -3.121, -2.365], [2.859, -3.653, -2.242], [2.024, -3.110, -3.585], [0.418, -3.428, -3.485], [-0.344, -2.730, -2.205], [-0.135, -1.106, -2.136], [-0.624, -0.434, -0.685], [-0.122, 1.159, -0.779], [1.412, 1.177, -0.199], [2.243, 2.563, -0.469], [1.888, 3.532, -2.483], [3.784, 5.119, -2.907], [1.687, 2.036, -4.192], [2.671, 0.895, -4.491], [0.469, 2.177, -5.062], [9.363, -1.549, -1.914], [8.248, -0.006, -2.259], [8.461, -0.692, -0.483], [6.284, -0.675, -0.276], [6.249, -2.612, -0.056], [3.899, -1.711, -0.526], [4.523, -0.785, -2.120], [4.577, -2.831, -3.508], [5.199, -3.977, -2.088], [2.911, -4.842, -2.249], [2.310, -3.231, -1.290], [2.295, -2.001, -3.854], [2.452, -3.771, -4.482], [-0.107, -3.210, -4.520], [0.324, -4.605, -3.320], [-0.031, -3.210, -1.184], [-1.510, -2.910, -2.386], [0.989, -0.811, -2.302], [-0.803, -0.567, -2.957], [-1.787, -0.524, -0.528], [0.004, -0.901, 0.216], [-0.216, 1.436, -1.926], [-0.882, 1.836, -0.202], [1.323, 1.068, 0.986], [2.033, 0.229, -0.555], [2.107, 3.370, 0.398], [3.400, 2.270, -0.431], [0.387, 4.562, -2.337], [2.241, 0.370, -5.307], [2.548, 0.246, -3.659], [-0.120, 1.408, -4.746], [-3.434, 2.326, 0.659], [-3.349, 3.619, 1.302], [-2.593, 3.825, 2.518], [-4.855, 4.205, 1.518], [-5.809, 3.400, 2.193], [-5.603, 3.441, 3.695], [-2.818, 4.814, 0.101], [-5.788, 2.371, 1.818], [-6.797, 3.808, 1.956], [-4.667, 2.950, 3.977], [-6.421, 2.932, 4.212], [-5.545, 4.475, 4.051], [-3.428, 4.707, -0.797], [-1.770, 4.616, -0.132], [-2.922, 5.814, 0.526], [-3.523, 0.517, 5.022], [-4.030, -0.626, 4.292], [-5.440, -0.797, 4.015], [-3.463, -1.989, 4.981], [-3.666, -2.185, 6.373], [-5.080, -2.652, 6.664], [-3.136, -0.763, 2.764], [-3.426, -1.277, 6.935], [-2.961, -2.959, 6.693], [-5.807, -1.863, 6.448], [-5.186, -2.930, 7.717], [-5.342, -3.512, 6.040], [-2.066, -0.699, 2.974], [-3.441, 0.062, 2.118], [-3.384, -1.716, 2.294]], "total_charge": -1, "lumo_ha": 0.076, "total_energy_ev": -78374.3198, "e_homo_ev": -4.6852, "orbital_gap_ev": 6.76}



Entry 8:
{"formula": "C4H12F2InNO8S2", "method": "ωB97M-V/def2-TZVPD", "elements": ["In", "O", "C", "C", "O", "H", "H", "H", "H", "N", "S", "O", "O", "F", "S", "O", "O", "F", "C", "O", "H", "H", "H", "H", "C", "O", "H", "H", "H", "H"], "positions_angstrom": [[11.574, -9.381, -9.660], [13.101, -8.880, -10.464], [13.612, -9.591, -11.550], [14.256, -8.850, -12.804], [15.235, -7.862, -12.536], [12.755, -10.173, -11.890], [14.239, -10.431, -11.250], [13.405, -8.566, -13.424], [14.688, -9.621, -13.442], [9.867, -9.150, -9.101], [8.500, -8.981, -9.649], [7.835, -7.716, -9.347], [7.723, -10.182, -9.936], [9.031, -8.636, -11.133], [9.281, -9.659, -7.616], [9.117, -11.068, -7.540], [8.369, -8.853, -6.828], [10.672, -9.559, -6.891], [14.001, -10.712, -8.200], [13.412, -9.895, -9.230], [14.480, -10.088, -7.444], [13.111, -11.254, -7.880], [14.720, -11.414, -8.621], [14.204, -9.464, -9.560], [11.409, -12.202, -8.476], [10.818, -10.921, -8.801], [11.585, -12.315, -7.406], [10.843, -13.044, -8.875], [12.441, -12.178, -8.825], [9.890, -10.878, -8.560]], "lumo_ha": -0.114, "total_energy_ev": -54471.1442, "e_homo_ev": -5.8597, "orbital_gap_ev": 2.76}